No. 1
This record from the Open Molecules 2025 dataset describes a single C4H6O molecule. The level of theory is the ωB97M-V functional and the def2-TZVPD basis.

## Properties
Calculated total energy   -6287.3948 eV
E_LUMO   -0.3887 eV
Relative energy (zero: lowest compared OMol25 entry of this formula, charge and spin)   4.523 eV
Frontier orbital gap   7.8 eV
Highest occupied orbital energy   -8.225 eV

```
! RIJCOSX wB97M-V def2-TZVPD def2/J DEFGRID3
* xyz 0 1
O 1.87789 -0.67595 1.33031
C 1.13347 -0.48365 0.14956
C -0.33358 -0.32037 0.38053
C -1.12552 0.34280 -0.47389
C -1.44642 1.11271 -1.56733
H 1.73520 0.10353 1.88002
H 1.49827 0.35643 -0.46211
H 1.27855 -1.39584 -0.44412
H -2.08857 -0.21699 -0.54128
H -0.80646 -0.98508 1.10123
H -1.72283 2.16242 -1.35291
*
```

=====

No. 2
This record from the Open Molecules 2025 dataset describes a 2-piece molecular cluster, C4H6O overall. The level of theory is the ωB97M-V functional and the def2-TZVPD basis.

## Properties
Calculated total energy   -6290.7543 eV
E_LUMO   1.0095 eV
Relative energy (zero: lowest compared OMol25 entry of this formula, charge and spin)   1.164 eV
Frontier orbital gap   10.3 eV
Highest occupied orbital energy   -9.246 eV
SMILES   C=C=O.C=C

```
! RIJCOSX wB97M-V def2-TZVPD def2/J DEFGRID3
* xyz 0 1
C -0.93400 1.69488 -0.41436
C -1.35778 0.90894 0.54902
O -1.75035 0.22629 1.41194
H -0.10555 1.37166 -1.02926
H -1.41877 2.64886 -0.57242
C 1.36771 -0.76758 0.33765
C 0.49128 -1.51929 -0.32074
H 1.27148 -0.58571 1.40560
H 2.21334 -0.30020 -0.16182
H -0.35600 -1.97765 0.18375
H 0.57862 -1.70020 -1.38935
*
```

=====

No. 3
This record from the Open Molecules 2025 dataset describes a single C4H6O molecule. The level of theory is the ωB97M-V functional and the def2-TZVPD basis.

## Properties
Calculated total energy   -6291.2839 eV
E_LUMO   0.5097 eV
Relative energy (zero: lowest compared OMol25 entry of this formula, charge and spin)   0.634 eV
Frontier orbital gap   10.3 eV
Highest occupied orbital energy   -9.796 eV
SMILES   C/C=C/C=O

```
! RIJCOSX wB97M-V def2-TZVPD def2/J DEFGRID3
* xyz 0 1
C -1.81200 -0.26904 -0.00403
C -0.38580 0.36415 0.01238
C 0.74834 -0.36403 0.04061
C 2.14020 0.28218 0.05913
O 3.16996 -0.34377 0.00303
H -2.21539 -0.21484 1.03655
H -2.48756 0.41801 -0.58695
H -1.62163 -1.32219 -0.27607
H -0.43485 1.43328 -0.05057
H 0.74024 -1.46337 -0.15311
H 2.15850 1.47961 -0.08096
*
```

=====

No. 4
This record from the Open Molecules 2025 dataset describes a single C4H6O molecule. The level of theory is the ωB97M-V functional and the def2-TZVPD basis.

## Properties
Calculated total energy   -6290.3792 eV
E_LUMO   0.8448 eV
Relative energy (zero: lowest compared OMol25 entry of this formula, charge and spin)   1.539 eV
Frontier orbital gap   9.2 eV
Highest occupied orbital energy   -8.362 eV
SMILES   C=C/C=C/O

```
! RIJCOSX wB97M-V def2-TZVPD def2/J DEFGRID3
* xyz 0 1
C -1.75629 -1.66339 0.38631
C -1.04161 -0.71734 -0.22023
C 0.19075 -0.18284 0.25995
C 0.89801 0.70447 -0.48241
O 1.69856 1.66284 -0.05344
H -2.69943 -2.13682 0.08125
H -1.46014 -2.08044 1.45638
H -1.29284 -0.58227 -1.31537
H 0.24082 0.07056 1.34744
H 0.59924 0.65170 -1.57554
H 1.27877 1.92918 0.77160
*
```

=====

No. 5
This record from the Open Molecules 2025 dataset describes a single C4H6O molecule. The level of theory is the ωB97M-V functional and the def2-TZVPD basis.

## Properties
Calculated total energy   -6290.1297 eV
E_LUMO   1.0593 eV
Relative energy (zero: lowest compared OMol25 entry of this formula, charge and spin)   1.788 eV
Frontier orbital gap   10.1 eV
Highest occupied orbital energy   -9.078 eV
SMILES   C=C=COC

```
! RIJCOSX wB97M-V def2-TZVPD def2/J DEFGRID3
* xyz 0 1
C -2.20163 -1.04546 -0.77031
C -1.06688 -0.80625 -0.17265
C 0.03809 -0.50644 0.46183
O 0.34362 0.80006 0.74377
C 1.63539 1.18573 0.32318
H -3.12822 -1.13070 -0.20668
H -2.26409 -1.14709 -1.85165
H 0.73553 -1.26650 0.82284
H 1.79578 0.95177 -0.73728
H 2.41915 0.69836 0.92075
H 1.69326 2.26653 0.46620
*
```

=====

No. 6
This record from the Open Molecules 2025 dataset describes a single C4H6O molecule. The level of theory is the ωB97M-V functional and the def2-TZVPD basis.

## Properties
Calculated total energy   -6290.8732 eV
E_LUMO   1.0772 eV
Relative energy (zero: lowest compared OMol25 entry of this formula, charge and spin)   1.045 eV
Frontier orbital gap   10.0 eV
Highest occupied orbital energy   -8.907 eV
SMILES   C1=CCOC1

```
! RIJCOSX wB97M-V def2-TZVPD def2/J DEFGRID3
* xyz 0 1
C 0.23734 0.04737 -1.12374
C 0.21103 -1.00299 -0.33084
C -0.13803 -0.56542 1.09048
O -0.36948 0.81759 1.06755
C -0.15056 1.18925 -0.29794
H 0.48558 0.01794 -2.13688
H 0.20318 -2.06561 -0.62363
H 0.79436 -0.72305 1.74124
H -0.92109 -1.17866 1.64623
H -1.04084 1.52727 -0.84764
H 0.68852 1.93629 -0.18484
*
```

=====

> Look up the highest occupied orbital energy of the fourth one.

-8.362 eV